Record 1
The molecule C4H7Cl2NO in a non-equilibrium geometry, computed with ωB97M-V with the def2-TZVPD basis set.

Structure (XYZ):
```
15
Properties=species:S:1:pos:R:3
N 0.29047 -0.78828 -1.33938
H -0.52165 1.51569 -1.19203
C -0.06759 1.26166 -0.07751
H -0.64397 -0.70631 2.01310
O 1.16028 1.78551 -0.34451
H -1.62747 0.09493 -1.32540
H 1.67167 1.70678 0.71756
C -0.11758 -0.28268 0.05470
C -1.04170 -0.79390 -1.00424
C 0.20829 -0.94030 1.36562
Cl 1.79394 -0.41385 1.76852
H -0.63310 1.88758 0.83964
H -1.50171 -1.72653 -1.02410
Cl 0.18592 -2.73481 1.28812
H 0.84419 0.13450 -1.74008
```

As for the SMILES: OC[C@@]1(C(Cl)Cl)CN1. The value obtained for the orbital gap is 10.381 eV. The value obtained for the energy relative to the best compared isomer or geometry (same formula, charge and spin) is 76.0 kcal per mole. The LUMO energy is 0.6 eV. As for the total charge: 0. As for the electronic energy: -1206.8481 hartree.

Record 2
A structure of composition C26H41BrN6P2V in a non-equilibrium geometry, computed with ωB97M-V with the def2-TZVPD basis set.

Structure (XYZ):
```
77
Properties=species:S:1:pos:R:3
C -1.06034 -4.99706 4.66592
C 5.75131 0.88421 2.22225
C 1.26256 -3.35224 -2.61748
C -1.33491 -2.10170 -2.87632
H 5.74543 0.44976 3.22583
H -1.82222 -1.11475 -2.87159
H -2.08832 -2.95603 -4.73110
H 4.04041 -4.11223 3.64107
C 4.67395 -3.66283 2.87126
H 1.34982 -5.52352 -2.47344
H -3.94207 -1.23324 -0.94723
H 2.33819 -3.17496 -2.42260
C 1.87607 -0.65347 -3.98225
C 1.31457 -0.98808 1.85539
H 2.17384 0.31508 -4.41829
N -2.08931 -8.56566 6.76182
H 0.29892 -1.69530 5.06873
C 0.94125 -0.79802 3.21213
H 0.07846 0.19586 -3.11855
H -4.03810 -7.92043 6.85124
C -1.14026 -2.60417 -4.30472
Br 1.63763 0.46303 0.63787
C 0.25578 -3.09918 3.42861
C -1.44647 -6.17404 5.43662
C 1.27904 -2.44799 1.31738
H 1.16332 -3.47561 -3.71455
C 3.92366 -1.79030 -0.55902
C 0.73573 -3.42698 2.16765
P 0.24517 -1.91026 -1.98076
H 5.64834 -3.47516 3.31531
H -1.33733 2.33744 1.71774
V -0.48422 -1.61565 0.56109
C -0.46046 -7.15071 5.72138
H -3.58377 -5.71946 5.77325
C -2.75935 -6.42484 5.89405
H 3.36362 -2.73125 -0.45257
C 4.00808 -2.40064 2.34618
H 2.78183 -1.18414 -3.64632
H 1.15128 -4.75139 -0.92949
H 3.08468 -2.74613 1.87730
C -0.83454 -8.34227 6.36459
C 4.64076 0.29974 1.36576
C -3.02897 -7.64998 6.52884
N -3.50555 0.67010 -0.00330
H 3.20293 -0.95884 -0.65572
C -0.54438 -4.06239 4.07592
C 0.93324 -0.42031 -2.80128
H 0.67400 -4.47846 1.90531
N -1.65977 -0.10956 1.06479
N -2.48881 0.90407 0.90796
H 4.51930 0.85349 0.42714
H 6.72767 0.72880 1.75906
H -0.74543 -1.81412 -4.95623
H 3.73303 -1.70552 3.15313
H 3.68879 0.38351 1.89387
H 5.75521 -2.46994 -1.45832
H -2.76675 2.84593 0.97037
H 1.87400 -2.79269 0.46011
C 0.47785 -1.84615 4.00398
H 0.58607 -6.99568 5.44694
H 4.77897 -4.40966 2.07861
H 5.26019 -0.85179 -1.99413
H -1.96457 -2.78911 -2.29286
H 1.44819 0.15428 -2.02027
H -0.20767 -4.87633 -2.02026
C 0.86404 -4.67382 -1.97833
P 4.86681 -1.47314 1.01783
H 1.40562 -1.24214 -4.78698
C -3.36434 -0.64406 -0.23326
C 4.89651 -1.84437 -1.71915
H 1.10069 0.19215 3.64512
H -0.44496 -3.44845 -4.35966
N -1.98359 2.20648 0.95187
H -0.09086 -9.12555 6.53971
N -2.38058 -1.21980 0.45150
H 5.59764 1.95854 2.33248
H 4.43647 -2.27045 -2.60976
```

The value obtained for the orbital gap (alpha / beta) is 4.294 / 4.401 eV. The value obtained for the energy relative to the best compared isomer or geometry (same formula, charge and spin) is 15.3 kcal per mole. The LUMO energy (alpha / beta) is -8.0 / -7.9 eV. Its spin multiplicity is 4. As for the total charge: +2. As for the electronic energy: -5543.7589 hartree.

Record 3
The ion C5H7N2 with charge +1 in a non-equilibrium geometry, computed with ωB97M-V with the def2-TZVPD basis set.

Structure (XYZ):
```
14
Properties=species:S:1:pos:R:3
C 2.32096 -0.24822 -0.54637
H -1.45250 -1.30955 1.10340
C 1.81043 -0.81410 0.54593
H 1.51854 1.05818 -2.05181
H -0.90962 2.01319 -0.56726
H -2.06771 0.55273 -0.67143
N 0.44615 -0.54733 0.56938
C -1.06227 1.01187 -0.82820
H -0.63032 -0.47815 2.36372
C -0.48381 -1.09130 1.54784
C 0.18399 0.31199 -0.46432
H -0.06055 -2.07792 2.01092
H -0.96614 1.01280 -1.89489
N 1.35283 0.60581 -1.11690
```

As for the SMILES: Cc1[nH+]c#cn1C. The value obtained for the orbital gap (alpha / beta) is 7.449 / 7.531 eV. The value obtained for the energy relative to the best compared isomer or geometry (same formula, charge and spin) is 164.7 kcal per mole. The LUMO energy (alpha / beta) is -7.4 / -7.4 eV. As for the total charge: +1. As for the electronic energy: -303.7565 hartree.

Record 4
A structure of composition C24H60F4HgN6O16S4 in a non-equilibrium geometry, computed with ωB97M-V with the def2-TZVPD basis set.

Structure (XYZ):
```
115
Properties=species:S:1:pos:R:3
H 3.34808 5.15502 -4.86656
H 0.17434 -6.91318 2.56471
H -0.17008 3.84696 -0.47137
H 0.68618 -3.89423 -0.36676
N 0.97484 4.97082 -3.35658
C 3.79734 -0.77342 -4.47725
S -3.71919 1.78293 0.41904
H -0.86374 0.71547 -1.76603
H 5.34596 -2.26767 -4.61195
C -1.00001 6.91676 -1.22416
C 2.98441 7.09187 -6.69900
H 1.30760 -6.23960 1.35056
H 3.44411 -4.65730 -6.62924
C -1.83936 -5.14164 1.67081
O 2.02140 6.41740 -5.84357
H -2.05073 -5.48715 0.65886
O -4.04255 2.80773 1.41376
H 2.59259 8.07640 -6.95451
C -2.96492 1.03640 4.10382
H -3.02912 -2.93091 -0.41090
O -0.58874 -0.65269 -0.24729
C 4.20393 -3.88385 -6.51713
H -1.26222 1.83915 4.97533
O -0.69676 1.59571 3.07214
H -2.65962 -2.33571 8.15550
C 4.00827 -1.68175 -2.29125
O -4.31083 1.90561 -0.91237
H 3.04696 6.51464 -7.62149
H -0.75318 -3.15886 1.46398
O 0.33216 -0.56988 5.36159
H -1.04782 -2.32879 7.57195
F 1.78910 0.31751 1.40722
H 2.16590 -3.95124 0.62882
H -1.03916 -1.94320 -1.88831
S 2.04072 -0.63943 2.65921
H -2.19595 -5.90243 2.36518
H -3.92546 -0.59996 6.34214
C -3.75315 -1.20866 4.29192
H -3.69200 1.31697 3.34177
H 2.58934 4.43489 -6.22901
N 3.11481 -1.11860 -3.25760
H 0.88305 5.09736 -0.80524
H 0.94222 2.62372 3.83511
C 0.27639 2.61957 2.97212
C -2.33768 -3.73227 2.02437
C 4.54795 -1.86691 -5.23699
S 0.76522 -1.51715 4.34164
O 1.80671 -2.49097 4.69101
C -1.97535 -2.77618 -0.17914
H -2.34662 -0.99613 -1.30664
N 0.56335 -0.94084 2.73782
C 0.14372 4.07118 -2.55622
F -2.18456 2.16967 0.14959
H -1.96254 -0.53511 4.82302
H 0.70918 -0.05405 -1.85221
Hg -1.39280 -0.32808 1.92431
F -0.41781 -2.61611 4.26030
H 5.05697 -4.36489 -6.03856
C 1.34389 4.39248 -4.67512
H -2.01602 7.30577 -1.15704
H -1.92980 -0.79989 7.63344
H 4.54810 -3.48321 -7.47062
H 0.89904 2.47204 2.08971
H -4.70278 -0.81510 3.92938
H 0.43646 4.28103 -5.26864
H -4.56212 -2.28069 5.99470
O -5.04019 -0.64473 -0.70481
H 2.83224 -0.84136 -0.66620
H 0.44941 1.15820 -0.67471
H 2.25619 -1.64688 -3.31929
H -0.65616 7.28627 -2.19025
O -0.41864 -5.08669 1.74056
H -0.15989 3.60569 2.81300
O 3.62438 -2.92548 -5.55856
H -3.58860 -2.19733 3.86348
H 0.43194 5.80594 -3.52378
O -2.55097 -2.10755 6.18112
H -3.32808 1.21646 5.11565
H -2.29277 -3.55972 3.09969
C 3.17937 -1.82953 -0.96805
C 0.26034 -6.37462 1.62096
H -1.46228 -3.64524 -0.59096
O 2.21781 -2.84225 -1.14384
H 1.71784 3.38290 -4.50480
H -0.78269 4.02427 -3.12866
H 4.37225 -2.65620 -2.61691
H 4.98509 -1.43201 -6.13580
S -4.71475 -0.30377 0.71511
C 1.53687 -3.32036 0.00080
N -3.30079 0.24175 1.03167
O 2.60749 0.41775 3.46896
N -2.55035 -0.37800 4.01685
H 3.06412 -0.34914 -5.16316
O -1.20412 5.50836 -1.11395
H 0.66762 3.11558 -2.53485
C -0.05763 4.68034 -1.16485
H -0.35512 7.37169 -0.47232
H -0.27337 -6.95067 0.86504
H 3.87951 -2.18717 -0.21307
H -2.03749 2.99182 3.94601
C 2.41217 5.14951 -5.42526
O -5.77940 0.21532 1.59869
H 4.38870 0.04195 -4.06063
C -0.04740 0.31931 -1.16208
C -3.78919 -1.53674 5.80177
H 1.11535 -2.47096 0.53834
C -1.71350 1.95199 3.98958
O 2.92972 -1.65025 2.16423
H 4.83709 -0.97695 -2.22484
H 3.93862 7.17056 -6.17803
H -3.39583 -3.74769 1.76328
C -2.01992 -1.86298 7.41024
C -1.46427 -1.53992 -0.96921
N -1.64517 -2.73643 1.24953
F -4.53313 -1.75233 1.37820
```

The value obtained for the orbital gap is 7.574 eV. The LUMO energy is -0.9 eV. As for the total charge: 0. As for the electronic energy: -4628.0450 hartree.

Record 5
A cluster of 7 separate species, C14H37BClN8O17S2 in total in a non-equilibrium geometry, computed with ωB97M-V with the def2-TZVPD basis set.

Structure (XYZ):
```
80
Properties=species:S:1:pos:R:3
O 0.44666 9.00520 4.72000
O 3.01880 6.70413 3.18111
H 1.15749 2.02337 -0.55529
H -1.05418 -1.98542 -0.94184
H 5.05825 -6.33651 -0.70464
C -1.97261 -1.26815 -3.39059
O -3.94181 -5.77850 -2.83443
C -3.25751 -1.40975 -2.56544
H -2.57791 1.75340 0.33660
H -0.39765 -2.59315 0.94743
N 2.40950 3.12592 1.19487
H 0.37505 -5.21890 -0.22246
C 3.40736 8.14818 4.96345
H 2.24490 0.15330 3.68331
H -5.78584 -7.30739 -3.00293
H 0.61902 0.18771 2.95416
C 1.64492 -0.14601 2.82988
H 2.87823 4.91993 0.23644
O 1.13846 -2.21619 3.74079
O -1.82192 2.34873 0.27294
S -4.39437 -0.02724 -2.62455
H 4.03351 -5.40232 0.41657
H -4.92052 -8.22713 -4.28018
H 2.32895 8.08766 5.04463
H -1.69036 -3.23791 -2.79886
N -1.07726 -2.42988 -2.99186
Cl -1.78554 -4.85483 -1.12541
B -0.81068 1.81177 -0.44984
H -1.47400 -3.91826 1.38334
O -1.04700 0.53062 -0.98807
C -4.88985 -7.85865 -3.25944
N 3.73502 -5.00126 -1.60736
O 2.00827 2.58278 2.20532
C -0.32040 -2.19148 -1.72192
C -0.48358 -3.67925 0.99928
H -1.89952 0.90646 -3.25509
H -0.45355 -2.70607 -3.75131
O 2.71342 2.52390 0.18223
C 2.51925 4.60766 1.20953
C -1.82661 9.35134 4.39706
H -1.58703 8.86767 3.45835
N -0.57863 9.45008 5.20263
H -0.59309 0.19211 -4.17613
H -2.20422 -1.43390 -4.44334
O 4.46116 -4.04471 -1.73610
H 0.23750 -4.03771 1.72983
H -4.70695 -8.67517 -2.56767
H -4.11262 0.51270 -3.83684
O -2.63589 -7.38327 -3.41709
C -1.20481 0.07042 -3.28170
H 3.91035 7.76488 5.84639
N -0.30824 0.21767 -2.15409
H 3.21257 4.87820 1.99681
N 3.86037 7.31341 3.81892
H 1.53044 5.00123 1.42186
N -3.72830 -6.93272 -3.16273
C 4.05769 -5.96018 -0.51533
O 2.75988 -5.22841 -2.30447
H 3.32205 -6.75501 -0.53151
H 0.86105 -3.95244 -2.19500
O 5.04674 7.28269 3.58493
H -2.53812 8.77372 4.97894
O -0.66445 9.96949 6.29004
N 1.62693 -1.63476 2.79912
H -3.08042 -1.58825 -1.50349
H 3.72744 9.16578 4.76034
C 0.51707 -0.93225 -1.87878
O 2.07453 -2.18772 1.80804
H -2.19214 10.36255 4.24762
H 1.70080 -2.31575 -3.49332
H -3.83198 -2.26055 -2.94224
H 1.38658 -3.03412 -0.80880
H 1.05950 -0.76767 -0.94869
O 0.33761 2.52184 -0.64290
H 2.07327 0.20681 1.90329
O -3.99488 0.92360 -1.63003
C 0.49592 -3.40981 -1.32237
S 1.80101 -1.01727 -3.18363
O -5.71408 -0.56876 -2.64016
C -0.23901 -4.33224 -0.35808
```

The value obtained for the orbital gap is 9.855 eV. The LUMO energy is -2.5 eV. As for the total charge: +1. As for the electronic energy: -3553.4707 hartree.

Record 6
A structure of composition C23H20BCl3N8Ru in a non-equilibrium geometry, computed with ωB97M-V with the def2-TZVPD basis set.

Structure (XYZ):
```
56
Properties=species:S:1:pos:R:3
B -0.05383 -2.68988 1.69735
C -2.47929 1.01827 -3.49108
C 2.19118 -2.10934 2.85451
C -1.37849 1.10807 -2.64972
Cl 1.03681 4.71588 3.42021
H -2.79841 0.98637 1.58053
C 2.77677 0.47325 -1.06090
C -0.08620 3.30136 1.48803
Cl -1.15648 5.68384 1.71126
H -0.21609 -2.11209 -2.83226
C -0.06990 1.90308 -4.50499
H -2.33093 0.12866 -1.17916
H 1.78385 3.43043 -3.31360
H 4.08322 3.25250 -2.45822
H 4.77104 1.24709 -1.17919
N -1.37495 -0.56530 1.41324
C 3.73712 1.39816 -1.45060
C -2.38864 1.39348 -4.82069
H -1.86759 1.65764 -0.77198
N -0.13779 -3.03433 0.20832
H 3.91403 -0.88750 3.51408
H -0.22291 -5.13590 0.21792
H 3.10154 -0.41796 -0.53562
H -2.24615 -2.78428 3.54535
N 1.42223 -0.65025 1.42362
H 2.84448 0.87907 1.73514
H -3.90421 -0.62001 3.46602
Ru 0.08491 0.12285 0.07705
H -0.07912 -3.65063 2.36821
C -1.17076 1.82684 -5.32935
C 0.30132 4.64194 1.79715
N -1.55606 0.80046 -1.25186
C 2.51114 -0.11136 1.99169
N -1.22106 -1.74491 2.02875
H -0.27543 -4.82311 -2.49582
H -1.08557 2.11025 -6.36620
C -0.14538 1.57162 -3.14213
C 1.09146 1.62892 -2.36031
H -3.26446 1.36959 -5.44678
C -3.02846 -0.80258 2.87890
Cl 1.48658 5.12300 0.53545
C -0.19731 -4.24023 -0.36655
C -2.46876 0.01677 1.90865
C -0.23704 -4.06497 -1.74362
N 1.22988 -1.86359 1.96216
H 0.87999 2.20109 -4.91747
C 1.43317 0.67326 -1.37774
H 2.23336 -3.02964 3.40218
C -2.19829 -1.91305 2.92450
C 3.04306 -1.00729 2.90306
H -3.42333 0.66990 -3.09951
C -0.20368 -2.68429 -1.92456
C 3.35128 2.50150 -2.20323
N -0.40089 2.23854 1.17372
N -0.15107 -2.08534 -0.74254
C 2.06208 2.59899 -2.68153
```

The value obtained for the orbital gap (alpha / beta) is 8.255 / 5.465 eV. The value obtained for the energy relative to the best compared isomer or geometry (same formula, charge and spin) is 11.6 kcal per mole. The LUMO energy (alpha / beta) is -6.3 / -9.1 eV. Its spin multiplicity is 5. As for the total charge: +2. As for the electronic energy: -2826.2524 hartree.